No. 1
{
  "formula": "C30H56ClIO24S",
  "method": "wB97M-V/def2-TZVPD",
  "energy_ha": -4138.22820,
  "smiles": "CC(=O)OCC[C@]1(C[C@H](C)Cl)OS(=O)(=O)O[C@@H]1C[C@H](C)I.COC(=O)OC.COC(=O)OC.COC(=O)OC.COC(=O)OC.COC(=O)OC.COC(=O)OC",
  "charge": 0,
  "lumo_energy_ev": -0.3,
  "orbital_gap_ha": 0.35497,
  "elements": ["C", "C", "O", "O", "C", "C", "C", "C", "C", "C", "Cl", "O", "S", "O", "O", "O", "C", "C", "C", "C", "I", "H", "H", "H", "H", "H", "H", "H", "H", "H", "H", "H", "H", "H", "H", "H", "H", "H", "H", "H", "H", "C", "O", "C", "O", "O", "C", "H", "H", "H", "H", "H", "H", "C", "O", "C", "O", "O", "C", "H", "H", "H", "H", "H", "H", "C", "O", "C", "O", "O", "C", "H", "H", "H", "H", "H", "H", "C", "O", "C", "O", "O", "C", "H", "H", "H", "H", "H", "H", "C", "O", "C", "O", "O", "C", "H", "H", "H", "H", "H", "H", "C", "O", "C", "O", "O", "C", "H", "H", "H", "H", "H", "H"],
  "positions_angstrom": [[-1.174, 4.213, 1.326], [-1.592, 4.034, -0.249], [-1.391, 5.105, -1.067], [-2.116, 2.819, -0.891], [-3.274, 2.260, -0.176], [-3.116, 0.625, -0.144], [-2.070, 0.068, 1.009], [-3.025, -0.037, 2.365], [-2.144, -0.367, 3.732], [-3.145, -1.107, 4.843], [-1.458, 1.248, 4.372], [-0.858, 0.942, 1.143], [0.173, 0.329, -0.069], [1.647, 0.048, 0.352], [0.345, 1.087, -1.407], [-0.572, -1.182, -0.498], [-1.354, -1.416, 0.762], [-2.288, -2.762, 0.810], [-1.737, -3.918, 1.880], [-0.680, -4.953, 1.161], [-3.441, -5.157, 2.579], [-1.807, 3.502, 2.043], [-0.049, 4.008, 1.572], [-1.412, 5.342, 1.611], [-3.507, 2.755, 0.859], [-4.224, 2.487, -0.863], [-4.157, 0.046, -0.075], [-2.623, 0.321, -1.188], [-3.513, 1.038, 2.541], [-3.884, -0.825, 2.257], [-1.262, -1.123, 3.547], [-3.471, -2.119, 4.351], [-4.079, -0.405, 4.938], [-2.614, -1.235, 5.885], [-0.457, -1.451, 1.548], [-3.432, -2.559, 1.014], [-2.253, -3.302, -0.254], [-1.291, -3.406, 2.840], [-0.149, -4.470, 0.214], [0.130, -5.310, 1.962], [-1.223, -5.961, 0.822], [5.389, 2.357, -6.288], [3.986, 2.123, -6.393], [3.348, 2.011, -5.201], [3.867, 2.092, -4.099], [2.031, 1.793, -5.447], [1.230, 1.653, -4.276], [5.796, 2.429, -7.300], [5.585, 3.300, -5.769], [5.882, 1.523, -5.778], [1.260, 2.569, -3.676], [1.557, 0.791, -3.685], [0.197, 1.483, -4.591], [-4.695, -9.716, -0.151], [-4.626, -9.191, -1.475], [-3.913, -8.042, -1.585], [-3.353, -7.456, -0.672], [-3.930, -7.659, -2.887], [-3.214, -6.455, -3.154], [-5.288, -10.633, -0.180], [-3.694, -9.964, 0.218], [-5.191, -9.006, 0.520], [-2.154, -6.574, -2.905], [-3.650, -5.616, -2.603], [-3.294, -6.244, -4.223], [0.021, 2.862, -7.695], [-1.397, 2.966, -7.808], [-1.985, 1.921, -8.444], [-1.411, 0.946, -8.903], [-3.322, 2.150, -8.480], [-4.075, 1.124, -9.125], [0.385, 3.750, -7.171], [0.298, 1.979, -7.110], [0.486, 2.832, -8.686], [-3.962, 0.172, -8.597], [-3.774, 1.025, -10.173], [-5.130, 1.411, -9.096], [0.423, -3.227, 10.590], [1.103, -2.213, 9.852], [0.445, -1.795, 8.742], [-0.636, -2.206, 8.350], [1.199, -0.838, 8.142], [0.626, -0.302, 6.951], [1.039, -3.485, 11.456], [-0.543, -2.859, 10.952], [0.292, -4.126, 9.980], [-0.331, 0.183, 7.167], [0.503, -1.085, 6.195], [1.312, 0.452, 6.556], [3.318, 5.304, -5.979], [3.998, 6.318, -6.716], [3.341, 6.736, -7.827], [2.260, 6.325, -8.218], [4.094, 7.693, -8.427], [3.522, 8.229, -9.618], [3.934, 5.046, -5.113], [2.353, 5.672, -5.617], [3.187, 4.405, -6.589], [2.564, 8.714, -9.402], [3.399, 7.446, -10.374], [4.208, 8.984, -10.013], [3.043, -0.300, 9.997], [4.030, 0.271, 9.140], [5.309, 0.055, 9.540], [5.655, -0.565, 10.534], [6.136, 0.648, 8.642], [7.524, 0.501, 8.938], [2.059, -0.065, 9.582], [3.150, -1.389, 10.036], [3.106, 0.133, 11.000], [7.810, -0.556, 8.934], [7.765, 0.966, 9.899], [8.092, 1.013, 8.156]],
  "atomic_forces_ev_per_a": [[-1.0711, -0.1808, 0.5544], [1.3133, 5.2383, -4.5499], [-1.2972, -7.2364, 5.2926], [0.0120, 2.5292, 3.2079], [-1.5720, -0.9528, -0.6047], [1.2614, -0.5331, -1.1049], [-2.7398, -1.6925, 0.8586], [1.4831, 1.3569, 1.0880], [-1.2977, -1.5274, -0.0162], [0.3541, 1.1760, -0.8322], [-0.4918, -1.5071, -0.4473], [-0.0082, -2.1926, -2.2653], [7.2580, 0.5314, -5.3816], [-6.0890, 0.5299, 0.5817], [-2.5575, -2.0544, 4.8985], [-0.5434, 2.3362, 2.4919], [0.2554, 0.5048, 1.0060], [-0.0206, -1.0169, -0.9276], [0.8925, 0.7176, -0.8032], [0.3100, -0.7224, 0.3660], [0.7203, 0.8393, -0.2072], [1.3944, 1.5133, -1.6302], [-2.1215, 0.2671, -1.0112], [0.5080, -2.5300, -0.8239], [0.7971, -1.0158, -1.8649], [2.0453, -0.4868, 1.4959], [2.3269, 1.4375, 0.0936], [-1.2199, 0.8031, 2.0831], [0.9523, -2.4323, -0.3823], [1.8678, 1.4520, -0.1174], [-1.5557, 1.9044, 0.2200], [0.6593, 1.7820, 1.1408], [1.7004, -1.4598, 0.0391], [-1.0900, 0.1268, -2.1949], [-2.2969, -0.3133, -1.0783], [2.5096, -0.0522, -0.3354], [-0.0492, 1.3584, 2.2199], [-0.8881, -1.1005, -1.9428], [-1.0840, -0.8997, 2.1729], [-1.6837, 0.9728, -1.8396], [1.0447, 2.4574, 0.5675], [0.5212, 0.0616, -0.0020], [-0.5827, -0.1670, 0.6937], [0.0350, -0.1058, 0.6411], [-0.7128, -0.0555, -1.6986], [1.3397, 0.2408, -0.1375], [-0.3860, -0.0956, 0.6083], [-0.3681, -0.0534, 0.0999], [-0.0171, -0.2563, 0.0499], [-0.1275, 0.2426, 0.0615], [0.1044, -0.2732, -0.0131], [0.0255, 0.3213, -0.0348], [0.2860, 0.0639, -0.2034], [-0.0413, -0.2289, 0.4944], [0.5496, 0.9612, -0.2874], [0.1498, 0.1334, 0.2535], [-0.7427, -0.7863, -1.2514], [-0.0936, -0.4417, 1.0105], [0.2615, 0.4237, -0.1494], [0.0946, 0.2402, -0.2981], [-0.1727, 0.2042, -0.0080], [0.2428, -0.0572, -0.0912], [-0.2231, 0.0716, 0.1066], [0.1683, -0.1834, 0.0328], [-0.1473, -0.2971, 0.2085], [0.6377, -0.0909, 0.1179], [-0.8894, -0.8334, -0.5869], [0.4778, -0.1708, -0.0512], [-0.8896, 1.3318, 0.6258], [0.8977, -0.0476, 0.0933], [-0.2572, -0.3043, -0.2052], [-0.3432, -0.0818, -0.1115], [-0.0564, 0.1445, -0.3251], [-0.0971, -0.1352, 0.1892], [0.1185, 0.1307, -0.2012], [0.0619, -0.1048, 0.2419], [0.2992, 0.1975, 0.1395], [-0.2934, -0.4533, 0.3438], [-0.7575, 0.1919, -0.9413], [-0.5659, -0.3004, -0.2548], [1.5659, 0.6146, 0.5626], [-1.0700, -1.1749, -0.1422], [-0.2506, 0.3189, -0.5567], [0.0834, 0.2684, -0.2797], [0.1165, -0.1207, -0.2151], [-0.1174, 0.2419, 0.0596], [0.1131, -0.2357, -0.0786], [-0.1161, 0.1048, 0.1917], [0.0353, -0.2272, 0.3137], [-0.3078, -0.4023, 0.2854], [-0.3334, 0.5189, -0.9799], [-0.4112, -0.2126, -0.0703], [1.5549, 0.5893, 0.5467], [-0.4286, -0.7362, 0.5820], [-0.1871, 0.2118, -0.4307], [0.0607, 0.2580, -0.2266], [0.1093, -0.1048, -0.1780], [-0.1326, 0.2762, 0.0414], [0.0983, -0.2438, -0.0684], [-0.1371, 0.1128, 0.2040], [0.0430, -0.2183, 0.3216], [-0.2690, 0.0801, 0.7844], [1.3160, 0.0370, 0.1282], [-0.1497, -0.2291, 0.3559], [-0.4114, 0.8829, -1.4177], [-0.6817, -0.3670, 0.5414], [0.4788, -0.0319, 0.0705], [1.0632, 0.2343, 0.3583], [0.1574, 0.4566, 0.0688], [0.2605, -0.1821, -0.0560], [-0.0879, 0.1874, 0.1723], [-0.0764, -0.2394, -0.0989], [-0.3836, -0.0318, 0.0325]]
}


No. 2
{
  "formula": "C30H57BN2O4P2S3SbTi",
  "method": "wB97M-V/def2-TZVPD",
  "energy_ha": -4579.76435,
  "charge": -2,
  "relative_energy_kcal_mol": 81.6,
  "lumo_energy_ev": [3.7, 3.7],
  "spin_multiplicity": 2,
  "orbital_gap_ha": [0.13453, 0.13552],
  "elements": ["Ti", "C", "C", "C", "C", "P", "C", "N", "B", "N", "C", "P", "C", "C", "C", "C", "C", "C", "C", "C", "C", "C", "C", "C", "C", "C", "C", "C", "C", "C", "H", "H", "H", "H", "H", "H", "H", "H", "H", "H", "H", "H", "H", "H", "H", "H", "H", "H", "H", "H", "H", "H", "H", "H", "H", "H", "H", "H", "H", "H", "H", "H", "H", "H", "H", "H", "H", "H", "H", "H", "H", "H", "H", "H", "C", "O", "C", "C", "O", "C", "H", "H", "H", "H", "H", "H", "H", "H", "H", "H", "S", "Sb", "S", "S", "C", "C", "O", "O", "H", "H", "H"],
  "positions_angstrom": [[1.514, -1.062, 0.659], [-3.532, 1.213, -3.071], [-2.136, 1.804, -2.860], [-1.818, 2.861, -3.914], [-2.144, 2.510, -1.498], [-0.967, 0.297, -2.691], [0.758, 1.071, -2.582], [0.887, 1.512, -1.226], [0.617, 0.695, -0.025], [0.318, 1.715, 0.966], [-0.180, 1.539, 2.303], [-0.191, -0.261, 2.869], [-0.160, 0.122, 4.782], [-1.062, 1.212, 5.373], [1.295, 0.518, 5.046], [-0.383, -1.202, 5.514], [-2.036, -0.748, 2.490], [-2.314, -0.398, 1.029], [-3.140, -0.117, 3.337], [-2.123, -2.269, 2.622], [0.581, 2.962, 0.477], [0.531, 4.221, 1.066], [0.881, 5.330, 0.297], [1.267, 5.200, -1.022], [1.301, 3.946, -1.637], [0.941, 2.836, -0.888], [-1.022, -0.625, -4.416], [0.388, -1.170, -4.642], [-1.422, 0.103, -5.699], [-2.011, -1.787, -4.181], [-4.276, 2.010, -3.115], [-3.599, 0.628, -3.982], [-3.775, 0.562, -2.234], [-2.534, 3.678, -3.813], [-0.825, 3.275, -3.758], [-1.883, 2.485, -4.928], [-3.074, 3.073, -1.373], [-2.067, 1.786, -0.690], [-1.315, 3.208, -1.410], [1.474, 0.266, -2.782], [0.915, 1.884, -3.301], [0.462, 2.092, 3.001], [-1.201, 1.953, 2.385], [-1.064, 2.106, 4.756], [-2.088, 0.879, 5.505], [-0.679, 1.491, 6.358], [1.546, 1.474, 4.588], [1.484, 0.593, 6.118], [1.972, -0.230, 4.635], [-1.425, -1.521, 5.497], [0.231, -1.970, 5.046], [-0.073, -1.117, 6.559], [-2.556, 0.659, 0.930], [-1.419, -0.615, 0.428], [-3.164, -0.971, 0.651], [-3.046, 0.966, 3.368], [-4.116, -0.355, 2.901], [-3.133, -0.508, 4.352], [-1.371, -2.716, 1.977], [-1.945, -2.602, 3.643], [-3.110, -2.629, 2.314], [0.255, 4.349, 2.106], [0.856, 6.314, 0.752], [1.561, 6.075, -1.590], [1.630, 3.859, -2.665], [1.044, -0.363, -4.973], [0.784, -1.586, -3.722], [0.386, -1.944, -5.412], [-0.720, 0.899, -5.939], [-1.404, -0.620, -6.521], [-2.427, 0.513, -5.648], [-1.534, -2.753, -4.334], [-2.397, -1.769, -3.161], [-2.863, -1.726, -4.857], [4.314, 0.423, -0.735], [3.345, -0.602, -0.738], [3.585, -1.557, -1.737], [2.547, -2.665, -1.602], [1.266, -2.075, -1.425], [0.227, -3.029, -1.490], [5.316, -0.005, -0.587], [4.076, 1.075, 0.110], [4.280, 0.994, -1.675], [4.593, -1.983, -1.615], [3.519, -1.078, -2.732], [2.785, -3.313, -0.744], [2.557, -3.286, -2.515], [0.084, -3.372, -2.527], [-0.672, -2.513, -1.140], [0.446, -3.899, -0.861], [4.230, -2.860, 4.272], [3.855, -2.199, 2.076], [5.939, -2.105, 0.997], [2.984, 0.081, 2.229], [0.784, -4.463, 2.908], [1.150, -3.785, 1.587], [1.847, -4.411, 0.757], [0.697, -2.617, 1.386], [1.460, -5.299, 3.082], [-0.245, -4.826, 2.866], [0.872, -3.736, 3.715]],
  "atomic_forces_ev_per_a": [[3.2040, -1.0371, 1.3056], [0.2292, -0.0369, 0.0141], [0.1492, -0.2089, 0.1455], [0.0464, -0.2147, 0.0464], [0.0584, -0.0400, -0.0067], [0.0874, 0.3857, -0.9285], [-0.2538, -0.5475, -0.4898], [-0.0696, -0.1415, 0.4064], [-1.0332, 2.1171, -0.5519], [-0.2630, -0.0600, -0.0677], [-0.1091, -0.1692, 0.4447], [-1.2716, 1.2411, 0.6100], [0.4160, -0.3152, -0.1806], [-0.0593, -0.1995, -0.3091], [0.1066, -0.1708, -0.1449], [-0.0547, -0.0346, -0.1799], [-0.0623, 0.0439, 0.2072], [0.5218, -0.0488, 0.1172], [0.1614, -0.0577, -0.0555], [0.1723, 0.0155, -0.0780], [-0.0253, 0.7007, -0.2632], [0.0178, -0.2774, -0.0009], [-0.0791, 0.2243, 0.2480], [0.0354, -0.0504, -0.2932], [-0.0585, 0.0513, 0.1674], [0.2308, 0.5584, 0.0497], [0.0092, 0.2070, 0.4340], [-0.0450, 0.1360, 0.0799], [0.0322, 0.0392, 0.1850], [-0.0915, 0.0430, 0.0924], [-0.0610, 0.0948, -0.0008], [-0.1030, -0.1003, -0.1676], [-0.1293, -0.1086, 0.1012], [-0.0818, 0.1553, 0.0038], [0.1131, 0.0804, 0.0128], [-0.0217, -0.0374, -0.1793], [-0.0541, 0.0343, -0.0464], [-0.0220, 0.0371, 0.1432], [-0.0522, 0.0012, 0.0579], [-0.0525, 0.1852, -0.0365], [0.0414, -0.1486, 0.1643], [-0.1152, -0.1112, -0.0281], [0.2040, 0.0352, -0.0074], [-0.0285, 0.2153, -0.0451], [-0.0788, 0.0309, -0.0112], [0.0812, -0.0213, 0.0426], [0.1252, 0.0264, -0.0059], [-0.1392, 0.0254, 0.1877], [0.1393, 0.0781, 0.0762], [-0.0868, -0.0271, -0.0225], [0.0483, -0.1642, 0.1153], [0.0064, 0.0503, 0.0277], [0.0827, 0.1138, -0.0859], [-0.4070, 0.0696, -0.1698], [-0.0697, -0.0915, -0.0220], [-0.0480, 0.1605, 0.0664], [-0.0350, -0.0404, -0.0545], [-0.0097, 0.0338, 0.1240], [-0.0627, -0.1772, 0.0524], [0.0534, -0.0699, 0.0927], [-0.1221, 0.0646, 0.0004], [-0.0308, -0.0819, -0.0124], [0.0290, -0.0220, -0.0027], [-0.0072, 0.0286, 0.0070], [-0.0352, -0.0686, -0.0355], [0.1377, -0.0579, 0.0298], [0.2262, -0.1647, 0.0695], [-0.0522, -0.0592, -0.0629], [0.0230, 0.1165, -0.0553], [0.0188, -0.0078, -0.0526], [-0.0426, 0.0759, -0.0599], [0.0481, -0.1258, -0.0361], [-0.0708, -0.1678, 0.0043], [-0.1002, 0.0084, -0.0774], [0.4936, 0.6805, 0.2171], [-0.6998, -0.2686, -0.0971], [-0.1209, -0.5222, -0.5757], [1.2005, -0.3637, -0.1776], [0.1863, 0.2652, 0.2009], [-0.5262, -0.3442, 0.0215], [-0.2820, -0.0277, 0.0665], [0.0882, -0.1440, -0.1704], [-0.1894, -0.1093, -0.0588], [-0.1901, 0.0308, 0.1131], [-0.0584, 0.0410, 0.1352], [-0.1655, 0.2214, -0.2339], [-0.0564, 0.1607, 0.0804], [0.0479, 0.1611, 0.0808], [0.0057, -0.1808, -0.1197], [-0.0059, 0.2296, -0.0623], [-0.2873, 0.0148, 0.2138], [0.8707, -0.4730, -0.0629], [0.1244, 0.0439, -0.1555], [-0.4369, 0.8218, -0.4611], [0.1597, 0.3878, -0.3270], [1.2636, -2.9208, -0.6867], [-1.2618, 0.3636, 1.0569], [-1.3874, -0.2093, -0.1008], [-0.0219, 0.1283, -0.0075], [-0.0653, 0.0473, -0.0598], [0.0541, -0.0556, 0.0655]]
}